A molecular structure, C20H24N4PdSSe. Source: OMol25; level of theory: the ωB97M-V functional and the def2-TZVPD basis.

Each line ends with the Löwdin charge.
Positions of all 51 atoms, in Å:
Pd1 -0.126 0.080 0.797  0.7815
C1 0.611 -4.006 2.213  0.0071
C2 0.669 -2.663 1.493  -0.2794
N1 -0.384 -1.923 1.337  -0.0834
N2 -1.598 -2.522 1.599  0.0300
C3 -2.779 -1.969 1.992  -0.4153
N3 -3.763 -2.728 2.574  0.1003
S1 -3.323 -0.092 2.053  1.0258
C4 1.915 -2.105 1.004  -0.2064
C5 3.163 -2.724 0.801  0.0090
C6 4.243 -1.984 0.335  -0.0158
C7 4.056 -0.580 0.162  -0.0096
C8 2.777 -0.012 0.429  -0.1104
N4 1.738 -0.773 0.766  -0.0762
H1 -0.129 -4.652 1.691  0.0851
H2 0.321 -3.865 3.256  0.1029
H3 1.577 -4.534 2.171  0.0898
H4 -1.561 -3.541 1.328  0.1757
H5 -3.713 -3.741 2.418  0.1326
H6 -4.668 -2.266 2.751  0.1163
H7 3.274 -3.819 0.907  0.1309
H8 5.206 -2.460 0.213  0.1220
H9 4.902 0.118 -0.090  0.1318
H10 2.610 1.061 0.312  0.0859
Se1 0.241 2.172 2.069  1.0116
C9 1.052 3.212 0.718  -0.6376
C10 2.356 3.741 0.907  -0.0984
C11 2.874 4.566 -0.093  -0.0283
C12 2.149 4.877 -1.257  -0.0284
C13 0.882 4.378 -1.426  -0.0368
C14 0.365 3.527 -0.438  -0.1302
H11 2.865 3.418 1.793  0.1035
H12 3.912 4.879 -0.056  0.1235
H13 2.574 5.611 -1.913  0.1215
H14 0.274 4.577 -2.320  0.1310
H15 -0.619 3.062 -0.562  0.0791
C15 -0.784 0.021 -2.413  -0.0732
C16 -2.187 0.189 -1.865  -0.6079
C17 -3.180 -0.966 -2.214  -0.0036
C18 -2.771 1.575 -2.217  -0.0183
C19 -2.027 0.273 -0.380  -0.2007
C20 -2.826 0.484 0.613  -0.4646
H16 -0.870 -0.168 -3.529  0.1239
H17 -0.215 -0.806 -2.012  0.0648
H18 -0.197 0.943 -2.292  0.0755
H19 -3.513 -0.928 -3.267  0.1077
H20 -4.026 -0.797 -1.542  0.0864
H21 -2.736 -1.935 -1.963  0.0876
H22 -3.149 1.641 -3.258  0.1157
H23 -1.917 2.300 -2.080  0.0820
H24 -3.541 1.856 -1.513  0.0837

Expectation value of S²: 6.064
ΔE to the lowest compared entry with this formula, charge and spin: 17.1 kcal/mol
Multiplicity: 5
HOMO-LUMO gap (alpha / beta): 4.819 / 5.942 eV
Total charge: +2